# 1
Entry from the Open Molecules 2025 dataset: a cluster of 2 separate species, C9H14 in total at a distorted geometry (wB97M-V/def2-TZVPD).

Output
- LUMO energy (spin up / spin down) (eV) = -4.403 / -8.147
- expectation value of S² = 0.77
- ΔE to the lowest compared entry with this formula, charge and spin (kcal per mole) = 5.0
- total charge = +1
- 2S+1 = 2

Last column: Löwdin spin population.
Positions of all 23 atoms, in Å:
C: -1.0992 0.0597 -2.4809  0.06
C: 1.0256 -0.5028 -1.2921  0.06
C: -0.0160 0.4323 -1.5657  0.26
C: 1.8824 -0.2813 -0.2624  0.06
C: 1.8145 0.9527 0.4710  0.31
C: -0.0303 1.6708 -0.8581  0.11
C: 0.9368 1.9638 0.0497  0.05
H: 1.0467 -1.4879 -1.7151  0.00
H: 2.6139 -1.0220 0.0217  0.00
H: -1.6239 -0.8326 -2.2009  0.02
H: -0.7344 -0.1943 -3.4896  0.02
H: 2.5258 1.1791 1.2484  0.01
H: -0.7697 2.4315 -1.0700  0.00
H: 0.8254 2.8999 0.5814  0.00
H: -1.7728 0.8898 -2.6999  0.00
C: -1.2266 -1.4765 1.4402  0.01
C: -0.4793 -0.5198 2.3562  0.02
H: -2.2232 -1.6350 1.8397  0.00
H: -1.2502 -1.1260 0.4128  0.00
H: -0.7614 -2.4641 1.4764  0.00
H: -0.7817 0.5185 2.2410  0.00
H: 0.5933 -0.5927 2.1080  0.01
H: -0.4955 -0.8631 3.3881  0.00

Cartesian forces (eV/Å) of the 2 atoms listed first:
C 0.059 1.083 -1.458
C 0.034 -0.175 1.000

---

# 2
Entry from the Open Molecules 2025 dataset: a structure of composition C9H14CaN4O3S4 (wB97M-V/def2-TZVPD).

Output
- LUMO energy (eV) = 4.656
- ΔE to the lowest compared entry with this formula, charge and spin (kcal per mole) = 0.0
- total charge = -2

Last column: Mulliken charge in e.
Positions of all 35 atoms, in Å:
Ca: -1.4507 1.2302 -0.8511  1.38
N: -1.6494 -0.2536 1.2915  -0.33
C: -1.2889 -1.6496 1.0381  -0.56
C: -1.3000 -2.0426 -0.4413  0.30
O: -0.9352 -3.2200 -0.6938  -0.81
N: -1.6609 -1.0947 -1.2753  -0.41
C: -1.5979 -1.4188 -2.6828  -0.18
C: -1.9207 -0.2248 -3.5869  0.49
O: -2.3026 -0.4725 -4.7405  -0.78
O: -1.7346 0.9397 -3.0922  -0.89
H: -1.4107 0.0306 2.2319  0.13
H: -2.6439 -0.0834 1.1633  0.34
H: -1.9203 -2.3706 1.5698  0.35
H: -0.2650 -1.8150 1.3832  0.19
H: -2.2485 -2.2529 -2.9578  0.27
H: -0.5832 -1.7435 -2.9621  0.07
S: -3.8678 2.2324 0.4406  -0.58
S: -2.7170 2.8844 2.0287  -0.15
S: -1.6767 4.5381 1.4015  -0.13
S: -0.2654 3.8756 0.0368  -0.61
C: 2.8814 1.3978 2.8184  -1.22
C: 2.3861 0.7917 1.5466  0.61
C: 2.7530 -0.3487 0.8551  -1.06
C: 1.9143 -0.3887 -0.2793  0.65
N: 1.0837 0.6456 -0.2626  -0.52
N: 1.3862 1.3424 0.8464  0.67
C: 1.8978 -1.4030 -1.3766  -1.03
H: 3.9486 1.2165 2.9446  0.34
H: 2.3628 0.9769 3.6820  0.23
H: 2.7090 2.4749 2.8154  0.34
H: 3.5228 -1.0566 1.1218  0.33
H: 0.9098 2.2514 0.9647  -0.08
H: 2.8290 -1.9716 -1.3766  0.38
H: 1.7867 -0.9125 -2.3446  0.25
H: 1.0684 -2.1052 -1.2567  0.06

Cartesian forces (eV/Å) of the 2 atoms listed first:
Ca -0.032 0.125 0.086
N 0.064 -0.079 -0.181

---

# 3
Entry from the Open Molecules 2025 dataset: a structure of composition C9H14Cl3GeIrNOSSe2 at a distorted geometry (wB97M-V/def2-TZVPD).

Output
- LUMO energy (spin up / spin down) (eV) = -2.890 / -5.281
- expectation value of S² = 6.02
- total charge = +1
- 2S+1 = 5

Last column: Löwdin spin population.
Positions of all 33 atoms, in Å:
Ir: -0.9448 -0.2369 0.8185  2.10
O: 1.3780 -0.5051 0.3314  0.28
N: 2.1754 -0.7908 1.3582  0.02
C: 3.4825 -1.0170 1.0964  0.01
C: 4.3707 -1.3112 2.0916  0.02
C: 3.9162 -1.3787 3.4085  0.01
C: 2.5827 -1.1607 3.6631  0.02
C: 1.6901 -0.8666 2.6269  0.04
S: 0.0193 -0.6115 2.9880  0.27
H: 3.7566 -0.9561 0.0543  0.01
H: 5.4051 -1.4939 1.8414  0.00
H: 4.5996 -1.5969 4.2170  0.00
H: 2.1798 -1.2187 4.6636  0.00
C: -4.0465 0.4893 -0.5089  0.02
Se: -3.4097 0.4957 1.3320  0.09
C: -3.0372 2.4191 1.5440  0.01
C: -2.1948 3.0758 0.4673  0.01
Se: -0.4180 2.2517 0.1664  0.15
C: -0.4389 2.1869 -1.7794  0.03
H: -4.9695 1.0585 -0.5894  0.00
H: -4.2376 -0.5521 -0.7570  0.00
H: -3.2921 0.8849 -1.1829  0.00
H: -2.5706 2.4910 2.5259  0.00
H: -4.0063 2.9152 1.5885  0.00
H: -1.9922 4.1064 0.7540  0.00
H: -2.7109 3.0834 -0.4914  0.00
H: -0.5598 3.1926 -2.1724  0.00
H: -1.2161 1.5242 -2.1483  0.00
H: 0.5341 1.7980 -2.0720  0.00
Cl: -1.0964 -2.1656 -0.5584  0.22
Ge: 1.2130 -2.4875 -0.8832  0.36
Cl: 1.0816 -3.8689 -2.5723  0.21
Cl: 1.7128 -3.7737 0.8194  0.11

Cartesian forces (eV/Å) of the 2 atoms listed first:
Ir 0.057 0.966 1.420
O -0.085 -0.478 -0.668

---

# 4
Entry from the Open Molecules 2025 dataset: the molecule C9H14ClN at a distorted geometry (wB97M-V/def2-TZVPD).

Output
- LUMO energy (eV) = 0.764
- SMILES string = C#C[C@@H](Cl)N[C@@H]1CCC[C@H]1C
- ΔE to the lowest compared entry with this formula, charge and spin (kcal per mole) = 62.3

Last column: Mulliken charge in e.
Positions of all 25 atoms, in Å:
C: -4.1270 1.6292 0.6557  -0.02
C: -3.5743 0.5685 0.5181  -0.90
C: -2.6910 -0.4691 0.4336  0.35
Cl: -2.7838 -1.1387 -1.3143  -0.24
N: -1.0598 0.2045 0.7851  -0.71
C: -0.0506 -0.4375 -0.0315  0.82
C: 0.6529 -1.6288 0.8293  -0.98
C: 2.2203 -1.3858 0.6761  -0.82
C: 2.3748 -0.2362 -0.3768  -0.84
C: 1.0941 0.5998 -0.2868  0.15
C: 0.9957 1.5278 -1.4762  -1.50
H: -4.6854 2.4224 0.7585  0.54
H: -2.7366 -1.3366 1.0852  0.37
H: -1.1920 1.1820 0.5919  0.31
H: -0.5276 -0.8311 -0.9452  0.31
H: 0.3691 -2.6542 0.4760  0.34
H: 0.4520 -1.5217 1.9477  0.23
H: 2.5941 -2.3113 0.4699  0.39
H: 2.7105 -1.0460 1.5880  0.29
H: 3.3218 0.3525 -0.1890  0.39
H: 2.5381 -0.6306 -1.4278  0.31
H: 1.0728 1.3326 0.4702  0.11
H: 0.7342 1.2460 -2.5220  0.31
H: 1.8999 2.1504 -1.5330  0.40
H: 0.3976 2.4118 -1.1828  0.38

Cartesian forces (eV/Å) of the 2 atoms listed first:
C 2.360 -4.311 -0.594
C -1.588 2.810 0.930

---

# 5
Entry from the Open Molecules 2025 dataset: a structure of composition C9H14ErFIO6S at a distorted geometry (wB97M-V/def2-TZVPD).

Output
- LUMO energy (spin up / spin down) (eV) = -11.715 / -13.176
- expectation value of S² = 3.77
- ΔE to the lowest compared entry with this formula, charge and spin (kcal per mole) = 0.0
- total charge = +3
- 2S+1 = 4

Last column: Löwdin spin population.
Positions of all 33 atoms, in Å:
C: -1.8887 -1.5771 0.7391  0.00
C: -2.6244 -0.9054 -0.3666  0.00
I: -3.7030 -2.5836 -1.5166  -0.01
C: -1.8339 -0.1104 -1.3928  0.00
C: -0.7850 0.8830 -0.8982  0.00
F: -0.8289 1.7918 -1.9472  0.00
O: -1.1798 1.6285 0.2512  0.00
S: -0.0930 2.7739 0.4820  0.00
O: -0.4958 4.0123 -0.0724  0.00
O: 0.1889 2.8500 1.8847  0.00
O: 1.0217 2.1326 -0.3805  0.00
C: 0.7375 0.6834 -0.6410  0.00
C: 1.4955 0.1294 -1.8027  0.00
C: 1.1188 -0.0343 0.6716  0.00
C: 2.3576 0.5748 1.3537  0.06
C: 2.8246 -0.3764 2.4193  0.07
O: 2.4595 -0.1826 3.6324  0.84
O: 3.5396 -1.3860 2.0997  0.02
H: -0.9711 -2.0445 0.3981  0.00
H: -2.4716 -2.3418 1.2350  0.00
H: -1.6585 -0.8050 1.4695  0.00
H: -3.4705 -0.3378 -0.0015  0.00
H: -1.3729 -0.7439 -2.1416  0.00
H: -2.5407 0.5272 -1.9079  0.00
H: 1.2241 -0.9188 -1.8781  0.00
H: 1.2178 0.5954 -2.7403  0.00
H: 2.5639 0.2267 -1.6631  0.00
H: 1.3002 -1.0819 0.4524  0.00
H: 0.3049 0.0021 1.3850  0.00
H: 3.1798 0.7638 0.6704  0.01
H: 2.0959 1.4921 1.8697  0.00
H: 3.7722 -1.4181 1.1613  0.00
Er: -5.2023 -4.2252 -2.9398  2.01

Cartesian forces (eV/Å) of the 2 atoms listed first:
C 0.100 -0.597 -0.245
C 0.813 0.804 0.661

---

# 6
Entry from the Open Molecules 2025 dataset: a structure of composition C9H14F6MnN2O11S2 at a distorted geometry (wB97M-V/def2-TZVPD).

Output
- LUMO energy (spin up / spin down) (eV) = 3.961 / 3.960
- expectation value of S² = 8.75
- ΔE to the lowest compared entry with this formula, charge and spin (kcal per mole) = 0.0
- total charge = -2
- 2S+1 = 6

Last column: Löwdin spin population.
Positions of all 45 atoms, in Å:
Mn: -2.6929 -0.9644 -3.9680  4.66
C: -4.1246 -5.1079 -4.1362  0.00
F: -5.2652 -4.5077 -4.5482  0.00
F: -4.0596 -4.8767 -2.8044  0.00
F: -4.2861 -6.3871 -4.4308  0.00
S: -2.6846 -4.2497 -5.1251  0.01
O: -2.8152 -2.8588 -4.7661  0.04
O: -1.4377 -4.8867 -4.7146  0.00
O: -3.0093 -4.5483 -6.5203  0.00
C: -0.9685 1.0894 -7.7721  0.00
F: -0.6951 2.2867 -8.2888  0.00
F: -1.4290 0.2791 -8.7538  0.00
F: 0.1390 0.5783 -7.2652  0.00
S: -2.2903 1.2897 -6.4594  0.01
O: -2.4261 -0.0271 -5.8069  0.04
O: -1.7555 2.2462 -5.5353  0.00
O: -3.4483 1.8654 -7.1489  0.00
C: -1.0731 0.5965 -2.5891  0.01
O: -0.8692 -0.6257 -2.9012  0.05
O: -0.3702 1.6547 -2.6323  0.01
O: -2.3250 0.8618 -2.9169  0.06
C: -5.8853 -0.4341 -5.1477  0.01
O: -4.8014 -0.7855 -4.7218  0.03
N: -7.0638 -0.8718 -4.6996  0.00
C: -8.3141 -0.2909 -5.1669  0.00
C: -7.1566 -1.9325 -3.7089  0.00
H: -5.9649 0.2916 -5.9710  0.00
H: -8.9511 -1.1114 -5.5036  0.00
H: -8.1322 0.2702 -6.0843  0.00
H: -8.7725 0.3887 -4.4494  0.00
H: -6.2849 -2.1488 -3.0992  0.00
H: -7.9409 -1.6215 -3.0133  0.00
H: -7.4529 -2.8128 -4.2831  0.00
C: -4.2621 -2.1815 -1.2652  0.01
O: -3.6965 -1.8604 -2.2852  0.03
N: -4.6589 -1.3268 -0.3073  0.00
C: -5.1753 -1.7512 0.9613  0.00
C: -4.7763 0.0967 -0.6688  0.00
H: -4.4034 -3.2341 -0.9741  0.00
H: -5.1629 -2.8252 1.1643  0.00
H: -6.2624 -1.6245 1.0258  0.00
H: -4.6177 -1.2590 1.7576  0.00
H: -4.2152 0.3697 -1.5685  0.00
H: -5.8068 0.4351 -0.7779  0.00
H: -4.2039 0.6371 0.0887  0.00

Cartesian forces (eV/Å) of the 2 atoms listed first:
Mn 1.256 1.831 1.115
C 0.434 2.188 -1.066

---

# 7
Entry from the Open Molecules 2025 dataset: the ion C9H14FN2 with charge +1 at a distorted geometry (wB97M-V/def2-TZVPD).

Output
- LUMO energy (eV) = -6.612
- ΔE to the lowest compared entry with this formula, charge and spin (kcal per mole) = 71.5
- total charge = +1

Last column: Mulliken charge in e.
Positions of all 26 atoms, in Å:
C: 0.6550 1.2070 0.2807  -0.43
C: 0.9114 1.2357 -1.0563  -0.54
C: -2.2509 1.4981 1.0864  -0.03
C: -0.2055 0.2346 1.0870  -0.04
C: 0.0569 0.6398 -2.0588  0.91
C: 0.1528 0.4587 -3.5612  -1.04
C: -0.1599 -2.2433 1.2944  -1.45
C: 1.9681 -1.1385 1.3014  -1.68
C: 0.5329 -1.0039 1.6592  1.00
N: -1.3805 0.5283 1.3967  -0.38
N: -2.9854 1.6727 0.0841  -0.52
F: -1.1321 0.1554 -1.6611  -0.13
H: 1.4165 1.7426 0.9123  0.49
H: 1.5641 1.8757 -1.5994  0.42
H: -2.2717 2.1307 2.0401  0.32
H: 1.0120 0.9739 -3.8555  0.38
H: -0.7920 0.6136 -3.9785  0.40
H: 0.2843 -0.6312 -3.6242  0.34
H: -1.2103 -2.3768 1.6423  0.40
H: 0.4434 -3.0777 1.6114  0.38
H: -0.4467 -2.4218 0.2582  0.33
H: 2.6672 -0.3042 1.6188  0.34
H: 2.0123 -1.4489 0.3260  0.46
H: 2.2912 -1.9601 1.9774  0.47
H: 0.3807 -0.8286 2.6698  0.34
H: -3.5137 2.4681 0.1492  0.26

Cartesian forces (eV/Å) of the 2 atoms listed first:
C 1.663 -0.859 0.508
C -2.282 -0.525 -1.766

---

# 8
Entry from the Open Molecules 2025 dataset: the ion C9H14FN2 with charge +1 at a distorted geometry (wB97M-V/def2-TZVPD).

Output
- LUMO energy (eV) = -3.541
- SMILES string = [NH3+]C[C@](F)(c1ccc[nH]1)C1CC1
- ΔE to the lowest compared entry with this formula, charge and spin (kcal per mole) = 12.8
- total charge = +1

Last column: Mulliken charge in e.
Positions of all 26 atoms, in Å:
N: 1.2469 -1.0672 2.0326  -0.25
C: 0.7679 0.2123 1.4820  -1.32
C: -0.2083 -0.0322 0.2827  1.22
F: -1.0704 -1.0243 0.7705  -0.42
C: 0.4247 -0.6728 -0.9276  -0.05
C: 1.7763 -0.7139 -1.2239  -0.56
C: 1.8187 -1.2616 -2.4945  -0.54
C: 0.5352 -1.5231 -2.9369  -0.60
N: -0.3284 -1.1462 -1.9839  -0.07
C: -0.9893 1.2600 0.0863  -0.28
C: -2.3660 1.2823 -0.4478  -0.68
C: -2.1240 1.7245 0.9476  -0.73
H: 1.6877 -1.7565 1.3419  0.42
H: 0.5997 -1.6970 2.3946  0.34
H: 1.8968 -0.8196 2.8914  0.42
H: 0.4972 0.9023 2.2625  0.48
H: 1.5543 0.6995 1.0009  0.45
H: 2.5666 -0.0700 -0.7932  0.31
H: 2.7298 -1.4760 -3.0663  0.41
H: 0.2020 -2.2121 -3.7014  0.37
H: -1.3601 -1.0395 -2.1141  0.28
H: -0.2665 2.0253 -0.1458  0.59
H: -2.9107 0.3549 -0.6239  0.28
H: -2.8017 1.9070 -1.1798  0.33
H: -2.1431 2.7867 1.0700  0.33
H: -2.6724 1.1987 1.6974  0.27

Cartesian forces (eV/Å) of the 2 atoms listed first:
N 3.971 0.075 1.125
C -0.846 -0.549 -2.023

---

no.,DFT total energy (eV)
1,-9551.2223
2,-83450.4460
3,-251541.5869
4,-23568.3050
5,-71084.3031
6,-104361.0984
7,-15246.7187
8,-15249.2677